Record 1
{
  "formula": "C14H14O4S2",
  "method": "ωB97M-V/def2-TZVPD",
  "de_lowest_kj_mol": 934.6,
  "charge": 0,
  "energy_ha": -1638.842685,
  "e_homo_ha": -0.318,
  "mol_weight_g_mol": 310.396,
  "elements": ["O", "C", "C", "C", "C", "C", "C", "C", "C", "O", "C", "C", "S", "C", "C", "O", "H", "H", "H", "H", "H", "S", "C", "H", "H", "C", "O", "H", "H", "H", "H", "H", "H", "H"],
  "coordinates": [[0.36017, 2.92008, -0.86145], [0.59684, 1.70140, -0.87837], [1.89542, 1.17880, -0.54331], [2.83771, 1.86961, -0.12076], [4.03326, 1.17600, 0.08182], [4.14933, -0.10234, 0.18738], [3.08253, -0.96025, -0.12130], [1.90958, -0.27221, -0.73410], [0.80153, -1.17070, -1.16333], [1.11282, -2.40616, -1.36182], [-0.53437, -0.38242, -1.14876], [-0.75624, 0.86775, -1.21900], [-2.23460, 1.21797, -1.59570], [-2.50021, 2.71910, -0.11352], [-2.50884, 1.91579, 1.07676], [-3.56153, 0.91734, 1.44706], [-3.40904, 0.22062, 0.58914], [-2.73433, 2.60772, 2.07531], [-1.39652, 1.60248, 1.31306], [-1.79408, 3.45415, -0.10514], [-3.55501, 3.03816, -0.44903], [-2.00019, -1.48327, -1.32786], [-1.60150, -2.95280, -0.39874], [-0.79328, -3.55268, -0.66751], [-2.49667, -3.49122, -0.84635], [-1.34627, -2.69363, 1.01278], [-0.19312, -2.28547, 1.31782], [0.54787, -2.55035, 1.06995], [-1.62880, -3.67287, 1.72271], [-2.16506, -2.04380, 1.40735], [3.32035, -1.78938, -0.43033], [5.13004, -0.47034, 0.26043], [4.84512, 2.03332, 0.58239], [2.58707, 2.83962, -0.05760]]
}



Record 2
{
  "formula": "C6H17NOSi",
  "method": "ωB97M-V/def2-TZVPD",
  "de_lowest_kj_mol": 479.2,
  "charge": 0,
  "energy_ha": -658.142575,
  "e_homo_ha": [-0.273, -0.252],
  "mol_weight_g_mol": 147.294,
  "elements": ["C", "C", "C", "C", "C", "C", "N", "O", "Si", "H", "H", "H", "H", "H", "H", "H", "H", "H", "H", "H", "H", "H", "H", "H", "H", "H"],
  "coordinates": [[-2.24322, -1.49041, -0.47204], [-1.42193, 2.14868, 0.80474], [2.61964, 2.18114, -0.40660], [1.33182, -2.97051, 0.37700], [-2.35014, 0.10283, -0.49478], [-1.57497, 0.64010, 0.63196], [2.53369, 0.82090, -0.06174], [1.94696, -1.71852, 0.37000], [1.32366, -0.37273, -0.38044], [-1.26563, -1.81495, -0.63768], [-2.78108, -2.07694, -1.09339], [-2.34727, -1.96134, 0.44179], [-0.77883, 2.28697, 1.64926], [-1.02525, 2.70326, 0.02363], [-2.46714, 2.51651, 0.80772], [3.51012, 2.71773, -0.23620], [2.38814, 2.41108, -1.45109], [1.70335, 2.82546, 0.06785], [0.60971, -2.97350, 1.25394], [2.17477, -3.59177, 0.35633], [0.79328, -3.26668, -0.46040], [-1.91362, 0.59878, -1.33779], [-3.50314, 0.16972, -0.37489], [-1.78491, 0.06862, 1.64695], [3.13999, 0.73494, 0.71081], [1.38200, -0.68934, -1.73495]]
}



Record 3
{
  "formula": "C54H78BrN3O6P2",
  "method": "ωB97M-V/def2-TZVPD",
  "charge": 0,
  "energy_ha": -5976.748839,
  "e_homo_ha": -0.283,
  "mol_weight_g_mol": 1007.085,
  "elements": ["C", "C", "C", "C", "C", "C", "C", "C", "C", "C", "C", "C", "C", "C", "C", "N", "P", "C", "C", "C", "N", "N", "C", "O", "C", "O", "C", "C", "O", "C", "C", "O", "O", "P", "O", "Br", "H", "H", "H", "H", "H", "H", "H", "H", "H", "H", "H", "H", "H", "H", "H", "H", "H", "H", "H", "H", "H", "H", "H", "H", "H", "H", "H", "H", "H", "H", "H", "H", "H", "H", "H", "H", "H", "H", "H", "H", "H", "H", "H", "H", "H", "H", "H", "H", "C", "C", "C", "C", "C", "C", "H", "H", "H", "H", "H", "H", "C", "C", "C", "C", "C", "C", "H", "H", "H", "H", "H", "H", "C", "C", "C", "C", "C", "C", "H", "H", "H", "H", "H", "H", "C", "C", "C", "C", "C", "C", "H", "H", "H", "H", "H", "H", "C", "C", "C", "C", "C", "C", "H", "H", "H", "H", "H", "H"],
  "coordinates": [[-2.29780, -4.49729, -4.33967], [-3.27913, -4.26550, -3.16549], [-4.76977, -4.36042, -3.58643], [-5.60747, -3.14844, -3.11391], [-5.84547, -2.18345, -4.28123], [-6.30967, -0.74069, -3.94889], [-6.70117, -0.39246, -2.49645], [-5.86105, 0.79491, -1.96941], [-4.43864, 0.33450, -1.57343], [-3.95838, 0.95226, -0.24574], [-3.23116, 2.27862, -0.52393], [-1.73866, 2.07950, -0.82355], [-0.95132, 1.88676, 0.49156], [0.08509, 0.72642, 0.32210], [0.44359, 0.18616, 1.69573], [1.87324, 0.09949, 2.12005], [3.17453, 0.22699, 0.95534], [3.83049, 1.95237, 1.20750], [4.58954, -0.88424, 1.39728], [1.94399, -0.86688, 3.06979], [2.75420, -0.73533, 4.10138], [1.04407, -1.89545, 2.79740], [1.55021, -3.07161, 2.11941], [2.15388, -2.82159, 0.86722], [1.34973, -3.12352, -0.27428], [1.05675, -1.96484, -0.98904], [1.96359, -1.72003, -2.04329], [1.55126, -0.45353, -2.79971], [2.17608, 0.73136, -2.34757], [-0.08086, -1.17807, 2.22369], [-1.16864, -2.04699, 1.53062], [-1.46797, -1.93399, 0.32201], [-1.64890, -2.88943, 2.32571], [-0.96095, -0.61022, 3.84900], [-0.92771, -1.88308, 4.87881], [-3.13281, -0.23542, 3.39149], [-1.54815, -5.24685, -4.07857], [-2.79592, -4.86312, -5.23827], [-1.75967, -3.58222, -4.59143], [-3.09914, -5.05515, -2.43500], [-3.06835, -3.29817, -2.71369], [-4.79348, -4.35160, -4.67874], [-5.22862, -5.29055, -3.25269], [-6.55921, -3.54676, -2.74817], [-5.16039, -2.61775, -2.27401], [-6.54048, -2.64865, -4.98487], [-4.90269, -2.11558, -4.83474], [-5.52529, -0.05095, -4.26635], [-7.15910, -0.50203, -4.59191], [-7.74368, -0.05914, -2.49266], [-6.63390, -1.19792, -1.76602], [-5.85078, 1.55705, -2.75149], [-6.39193, 1.19897, -1.10305], [-3.78659, 0.66795, -2.38668], [-4.39495, -0.75314, -1.52957], [-3.36133, 0.26091, 0.34898], [-4.85891, 1.21048, 0.31745], [-3.38608, 3.01566, 0.26873], [-3.67675, 2.72867, -1.41976], [-1.65170, 1.21991, -1.49101], [-1.36026, 2.97522, -1.32032], [-1.63290, 1.70343, 1.32299], [-0.34357, 2.77662, 0.67599], [0.91525, 1.17516, -0.22469], [-0.39390, 0.00398, -0.33241], [0.03323, 0.91642, 2.40869], [4.75203, 1.84733, 1.78954], [4.02849, 2.44774, 0.26178], [3.15589, 2.54254, 1.82588], [5.49065, -0.27593, 1.48582], [4.75555, -1.54624, 0.55070], [4.41215, -1.48813, 2.28454], [3.17651, -1.49337, 4.61277], [2.93523, 0.20631, 4.41030], [0.75150, -3.81274, 2.09380], [2.33253, -3.49760, 2.75764], [0.45063, -3.68726, -0.03059], [1.96812, -3.76212, -0.91864], [3.00340, -1.61688, -1.70304], [1.89158, -2.54028, -2.76913], [0.47987, -0.34269, -2.62913], [1.72480, -0.59636, -3.87081], [3.11239, 0.57801, -2.20030], [-1.43800, -1.61939, 5.65587], [-2.90607, -8.56835, -5.01250], [-1.76789, -8.36152, -4.24597], [-0.52456, -8.74117, -4.73150], [-0.41825, -9.32060, -5.98845], [-1.55602, -9.52460, -6.75661], [-2.80044, -9.15203, -6.26725], [-3.87594, -8.27408, -4.63176], [-1.85054, -7.90342, -3.26828], [0.36232, -8.58465, -4.13057], [0.55210, -9.61292, -6.36942], [-1.47290, -9.97493, -7.73767], [-3.68836, -9.31564, -6.86457], [-7.31903, 3.54327, -4.63413], [-7.09297, 4.20630, -5.83233], [-7.84587, 3.88905, -6.95443], [-8.83119, 2.91457, -6.87589], [-9.05953, 2.25399, -5.67669], [-8.30106, 2.56548, -4.55702], [-6.72949, 3.78822, -3.75948], [-6.32850, 4.97065, -5.89188], [-7.66514, 4.40187, -7.89061], [-9.42135, 2.67000, -7.74995], [-9.82897, 1.49470, -5.61495], [-8.47530, 2.04606, -3.62292], [5.57147, 5.02141, 3.65412], [4.19765, 4.90339, 3.81152], [3.35981, 5.93876, 3.42088], [3.89709, 7.09080, 2.86364], [5.27091, 7.20809, 2.70273], [6.10873, 6.17541, 3.10152], [6.22482, 4.21390, 3.96199], [3.77856, 4.00122, 4.24048], [2.28849, 5.84778, 3.54953], [3.24454, 7.89705, 2.55440], [5.68933, 8.10606, 2.26640], [7.18088, 6.26885, 2.98068], [2.66549, 1.22304, 7.26797], [2.73171, 1.06807, 8.64487], [3.13447, 2.13094, 9.44098], [3.46196, 3.34944, 8.86058], [3.39174, 3.50479, 7.48332], [2.99651, 2.43980, 6.68729], [2.35093, 0.39301, 6.64608], [2.47033, 0.12006, 9.09719], [3.19260, 2.01041, 10.51490], [3.77152, 4.17887, 9.48298], [3.64466, 4.45541, 7.03052], [2.94444, 2.56048, 5.61106], [9.19795, 3.17697, 4.60973], [10.11663, 2.49386, 3.82489], [11.06507, 3.19707, 3.09520], [11.10051, 4.58323, 3.15723], [10.18410, 5.26627, 3.94480], [9.23032, 4.56358, 4.66798], [8.45595, 2.62853, 5.17707], [10.09342, 1.41228, 3.78153], [11.77771, 2.66463, 2.47846], [11.84310, 5.13126, 2.59164], [10.21288, 6.34753, 3.99451], [8.51189, 5.09684, 5.27839]]
}



Record 4
{
  "formula": "CH2IO2S",
  "method": "ωB97M-V/def2-TZVPD",
  "de_lowest_kj_mol": 43.8,
  "charge": -1,
  "energy_ha": -885.675800,
  "e_homo_ha": -0.131,
  "mol_weight_g_mol": 204.996,
  "elements": ["C", "O", "O", "S", "I", "H", "H"],
  "coordinates": [[0.27293, 1.23201, -0.39959], [-1.06589, 0.81444, -0.43291], [-0.44294, -0.65414, 1.58091], [-0.18916, -0.57683, 0.17309], [0.18147, -3.86311, -0.01988], [0.75623, 1.21087, -1.41669], [0.48737, 1.83676, 0.51507]]
}